{"formula": "C32H72O16S10", "method": "ωB97M-V/def2-TZVPD", "symbols": ["C", "S", "O", "C", "H", "H", "H", "H", "H", "H", "C", "S", "O", "C", "H", "H", "H", "H", "H", "H", "C", "S", "O", "C", "H", "H", "H", "H", "H", "H", "C", "S", "O", "C", "H", "H", "H", "H", "H", "H", "C", "C", "C", "S", "O", "O", "C", "H", "H", "H", "H", "H", "H", "H", "H", "C", "C", "C", "S", "O", "O", "C", "H", "H", "H", "H", "H", "H", "H", "H", "C", "C", "C", "S", "O", "O", "C", "H", "H", "H", "H", "H", "H", "H", "H", "C", "C", "C", "S", "O", "O", "C", "H", "H", "H", "H", "H", "H", "H", "H", "C", "C", "C", "S", "O", "O", "C", "H", "H", "H", "H", "H", "H", "H", "H", "C", "C", "C", "S", "O", "O", "C", "H", "H", "H", "H", "H", "H", "H", "H"], "xyz": [[6.37497, -22.56252, -7.71464], [6.29508, -24.29027, -7.83112], [5.78531, -24.49238, -9.23285], [7.97035, -24.87052, -7.92879], [5.29587, -22.33969, -7.56708], [6.82568, -22.11136, -8.62202], [6.98672, -22.36878, -6.79562], [8.44122, -24.58566, -7.00525], [8.36475, -24.53912, -8.82718], [7.87851, -25.93266, -7.95236], [15.88216, -21.76940, -8.72677], [14.94542, -20.24393, -8.61358], [14.25242, -20.40403, -7.32240], [16.45421, -19.15096, -8.38879], [16.87695, -21.61819, -9.14751], [15.28453, -22.49158, -9.32181], [15.95795, -21.91694, -7.64701], [16.09854, -18.12405, -8.39322], [17.14723, -19.37275, -9.22910], [16.91124, -19.39644, -7.46295], [6.10566, -21.28074, -11.04941], [4.63418, -20.38967, -10.61179], [4.89258, -19.00627, -11.12582], [3.67678, -21.16921, -11.87882], [6.19582, -22.32029, -10.77395], [6.96491, -20.76815, -10.58491], [6.26015, -21.06438, -12.16509], [2.71526, -20.70858, -11.96041], [3.56155, -22.25466, -11.55695], [4.15533, -21.12368, -12.83469], [7.51897, -22.82691, -14.67824], [9.25681, -23.03558, -14.39007], [9.89242, -21.71020, -14.25052], [9.05136, -23.46566, -12.62509], [7.49633, -22.40310, -15.66318], [7.20330, -22.02924, -14.04814], [6.94415, -23.73084, -14.52485], [10.01896, -23.63240, -12.22822], [8.40147, -24.34059, -12.38319], [8.67426, -22.50616, -12.20212], [12.61125, -24.30169, -5.91732], [13.12477, -22.89973, -5.60137], [11.79985, -22.05108, -5.64064], [10.49723, -22.97468, -4.78323], [9.25535, -22.77795, -5.42376], [10.56080, -22.89411, -3.34858], [11.25217, -24.53114, -5.20617], [13.31808, -25.07351, -5.65732], [12.39107, -24.33411, -7.02773], [13.82798, -22.48489, -6.31813], [13.57237, -22.89247, -4.55511], [11.37839, -22.14153, -6.62680], [11.75302, -21.00803, -5.34084], [10.47082, -25.08716, -5.80451], [11.44471, -25.02063, -4.25767], [5.27635, -15.74204, -10.29578], [4.48570, -16.68221, -9.33260], [5.50883, -17.64170, -8.71631], [7.14332, -17.32025, -9.50948], [7.80969, -18.58446, -9.75135], [7.93042, -16.45467, -8.67995], [6.44570, -16.40152, -10.90668], [5.57195, -14.78472, -9.71734], [4.78690, -15.33293, -11.13250], [3.79152, -17.29605, -9.88081], [4.06750, -16.00457, -8.58402], [5.22076, -18.63428, -8.82288], [5.66577, -17.33236, -7.60876], [6.23120, -17.03590, -11.73024], [7.18925, -15.73033, -11.26443], [9.33595, -18.27159, -13.64340], [9.45373, -18.43655, -15.15902], [8.09780, -18.12948, -15.84560], [6.88865, -18.46690, -14.49832], [6.08667, -19.59503, -14.84178], [6.29464, -17.19818, -14.09921], [8.00128, -19.02307, -13.30327], [9.43016, -17.28104, -13.28274], [10.19319, -18.81423, -13.21173], [9.77629, -19.42080, -15.43772], [10.24735, -17.85466, -15.63962], [7.93816, -18.80644, -16.67931], [8.04257, -17.03250, -16.12237], [8.12192, -20.12602, -13.40202], [7.60832, -18.78057, -12.30129], [13.64473, -21.26122, -15.56294], [15.04455, -20.61128, -15.27803], [14.87417, -19.71816, -13.98406], [13.13545, -19.31025, -13.90351], [12.97866, -17.84512, -13.86422], [12.53859, -20.10025, -12.88669], [12.63933, -20.09097, -15.36993], [13.34147, -21.97704, -14.75027], [13.53673, -21.74774, -16.51431], [15.27717, -19.92171, -16.10930], [15.79335, -21.48053, -15.22512], [15.52407, -18.85658, -14.03224], [15.11399, -20.28067, -13.09347], [12.73524, -19.34955, -16.20100], [11.60233, -20.41035, -15.26899], [11.18772, -13.53826, -8.24937], [10.56069, -14.51234, -7.14619], [11.56351, -14.67000, -6.06681], [13.11516, -14.82101, -6.93341], [12.95182, -16.25063, -7.27949], [14.41932, -14.38699, -6.46799], [12.66356, -13.80027, -8.26550], [10.96838, -12.49048, -8.00669], [10.61368, -13.69433, -9.22212], [10.20774, -15.45727, -7.65513], [9.59411, -14.09169, -6.76876], [11.42034, -15.57762, -5.47569], [11.72017, -13.81196, -5.43875], [12.94356, -14.35977, -9.13883], [13.16987, -12.84584, -8.20859], [11.12944, -18.84882, -8.47803], [11.22748, -18.91496, -10.06088], [10.40810, -20.08928, -10.61116], [10.27331, -21.21372, -9.23014], [11.52719, -21.93053, -9.09391], [9.14199, -22.12156, -9.33190], [10.08962, -19.89179, -7.96675], [10.94988, -17.83354, -8.15310], [12.10486, -19.22814, -8.06698], [12.20608, -19.27355, -10.36721], [10.94910, -17.93759, -10.56976], [10.83315, -20.46681, -11.58418], [9.30102, -19.80933, -10.71346], [10.40523, -20.33378, -7.00715], [9.04492, -19.55544, -8.08134]], "forces_ev_per_angstrom": [[0.65, 0.87, 1.00], [-0.74, -1.34, -1.11], [-0.37, -0.30, -0.08], [-1.11, -0.04, 1.64], [0.82, 0.42, -0.10], [-0.29, -0.29, 0.70], [-0.60, 0.38, -0.68], [0.71, 0.35, 0.14], [1.17, 0.99, -1.47], [-0.14, -0.86, -0.01], [-0.07, 0.10, -0.31], [0.94, 0.92, -0.96], [-0.37, 0.28, 0.71], [-0.99, -0.58, -1.26], [-0.17, -0.11, -0.14], [0.46, 0.21, 0.81], [0.09, -0.93, -0.20], [0.11, 0.03, -0.03], [-0.53, 0.36, 0.46], [0.39, -0.24, 0.93], [1.89, 1.07, -1.40], [0.29, 0.02, -0.71], [-0.04, 0.08, 0.08], [-0.67, -2.07, 0.84], [-0.54, -0.45, -0.04], [-0.43, -0.03, 0.18], [-0.40, -0.61, 1.40], [-0.65, 0.29, 0.17], [0.02, 1.22, -0.45], [0.57, 0.18, -0.47], [0.49, 0.55, -0.39], [0.02, -1.87, 1.49], [0.24, 1.27, -0.55], [-1.20, 0.18, -0.22], [-0.54, -0.20, -0.81], [-0.50, 0.49, 0.79], [0.03, -0.16, -0.20], [1.03, -0.18, 0.38], [0.34, 0.77, -0.41], [0.06, -0.79, -0.07], [-1.20, 0.28, -1.83], [-1.21, 0.75, 1.94], [-0.05, -0.40, 0.47], [3.38, -0.53, 0.95], [-2.06, 0.39, -1.18], [-0.01, 0.52, 0.32], [-0.46, -1.15, -0.59], [0.16, -0.28, -0.02], [0.50, -0.12, 1.06], [-0.01, -0.12, 0.04], [-0.46, 0.22, -1.23], [0.23, 0.18, -0.80], [0.51, 0.03, 0.17], [1.13, 0.33, 0.59], [-0.34, -0.18, 0.13], [0.10, 1.96, 1.66], [1.13, 0.69, -0.63], [1.09, 3.10, 2.32], [-1.07, -1.21, 0.56], [-0.36, -0.17, -0.93], [0.07, 1.25, 0.33], [1.54, -0.84, 0.91], [-0.07, -1.61, -0.66], [-1.59, 0.29, -0.84], [-0.57, 0.21, -0.06], [-0.44, -0.59, -0.09], [-0.10, -1.61, -0.01], [-0.01, -0.88, -1.75], [-0.55, -0.92, -0.43], [0.76, 0.73, -0.02], [0.39, -2.62, -0.27], [0.15, 0.94, -1.05], [0.48, 1.00, 0.87], [0.07, 1.46, -0.88], [-1.26, -0.83, -0.54], [0.29, -0.78, -0.20], [1.76, 0.39, 1.42], [-0.45, 1.15, 0.19], [-0.42, 0.12, 0.11], [-0.33, -0.91, 0.38], [-0.14, 0.51, 0.41], [-0.37, 0.20, -0.07], [-0.27, -1.39, 0.25], [0.09, 0.89, -0.07], [0.05, -0.15, -0.39], [-0.56, 0.92, 2.11], [-0.39, -1.11, 0.04], [0.80, -1.27, -1.13], [0.70, 2.74, 0.03], [0.01, -2.00, -0.40], [-0.50, -0.74, 1.61], [0.17, 0.25, -2.45], [0.67, 0.30, -0.77], [0.10, -0.06, -0.44], [0.14, -0.54, 0.23], [-0.71, 1.72, 0.18], [-0.21, 0.39, 0.03], [-0.12, -0.14, 0.32], [-0.11, -0.50, 0.50], [0.08, -0.02, 0.16], [-2.66, -0.68, 0.01], [-2.02, 0.70, -1.89], [0.88, 0.05, 1.33], [0.31, -3.49, -0.26], [0.96, 1.44, -0.46], [-1.13, 0.06, 0.50], [-0.20, 0.94, -1.32], [0.20, -0.26, 0.26], [1.14, -0.06, 1.08], [0.91, 0.71, 0.76], [0.89, -0.12, -0.13], [0.27, 0.25, 0.00], [-0.67, 0.63, 0.54], [0.44, -0.11, -0.49], [0.62, -0.15, -0.01], [0.82, -1.45, -0.43], [-0.32, 0.04, -0.14], [-2.37, 0.74, -0.40], [0.50, -0.86, -0.59], [0.49, 0.46, 0.54], [-0.46, 0.79, 0.05], [0.45, -0.07, -1.13], [-0.13, 0.01, 0.27], [-0.75, 0.81, -0.32], [0.58, 0.97, 0.21], [0.43, -1.27, 0.64], [-0.56, -0.16, 1.34], [1.51, -0.25, -0.25], [-0.70, 0.34, -0.42], [0.45, -0.23, 0.49]], "lumo_ev": 0.18, "fmax_ev_per_a": 4.0}